Computed, not measured: a molecular structure, C24H60F2K2NO16S2 at a distorted geometry, with ωB97M-V/def2-TZVPD.

Structure (XYZ):
```
107
Properties=species:S:1:pos:R:3:forces:R:3
K 3.943 -0.517 0.653 -0.105 0.412 0.243
K 1.275 -5.804 -0.837 -0.353 -0.026 0.100
N -0.761 -1.966 1.480 0.759 -2.706 4.322
S -1.557 -2.343 2.948 0.266 -4.676 4.711
O -2.994 -2.572 3.060 2.235 1.543 -1.088
O -0.878 -1.871 4.151 -0.529 -0.048 -2.521
F -1.126 -3.947 2.918 0.581 0.890 -0.385
S -1.786 -0.931 1.155 -6.500 6.452 -7.206
O -1.954 0.305 1.930 0.721 -2.587 -0.348
O -3.016 -1.467 0.495 2.993 1.197 1.761
F -0.960 -0.346 -0.161 0.034 -0.282 0.489
C 9.981 5.822 -5.166 0.336 1.463 -0.820
O 8.927 5.023 -5.593 -0.756 -2.235 0.193
C 7.795 5.697 -6.162 1.647 1.192 2.247
C 6.598 4.951 -6.631 -0.181 -0.918 -0.261
O 5.644 4.526 -5.613 0.374 0.050 -0.460
C 4.610 3.685 -6.146 0.736 0.180 -1.672
H 9.761 6.647 -4.489 -0.871 -0.008 0.406
H 10.350 6.350 -6.046 0.613 0.054 -0.212
H 10.808 5.310 -4.675 -0.371 -0.713 -0.361
H 8.181 6.310 -6.977 -0.172 0.112 -0.297
H 7.529 6.348 -5.329 -0.717 0.643 -0.282
H 6.926 4.140 -7.281 -0.073 -0.669 0.275
H 6.230 5.665 -7.368 -1.139 0.137 0.227
H 3.837 3.276 -5.495 0.526 0.661 0.804
H 5.045 2.829 -6.663 0.343 -0.335 0.160
H 4.102 4.194 -6.965 -0.304 0.375 0.067
C 8.543 -4.006 7.891 -0.041 -0.382 -0.653
O 7.528 -4.661 8.616 -0.791 -0.289 -0.037
C 6.452 -5.247 7.829 0.512 -0.812 2.189
C 5.485 -6.076 8.777 -0.147 2.288 0.911
O 4.741 -5.220 9.732 -0.128 0.627 -1.651
C 3.780 -4.247 9.192 0.129 -0.811 0.780
H 9.269 -3.569 8.577 -0.355 0.048 0.112
H 8.180 -3.267 7.177 -0.428 0.564 0.299
H 9.100 -4.665 7.225 0.156 -0.664 0.119
H 6.912 -6.011 7.202 -0.146 0.229 -0.744
H 5.925 -4.434 7.330 -0.101 -0.258 -0.410
H 6.020 -6.745 9.452 0.446 0.275 -0.149
H 4.803 -6.737 8.243 -0.196 0.352 -0.543
H 2.986 -4.745 8.636 0.029 -0.152 -0.125
H 4.103 -3.370 8.631 1.044 -0.422 -0.504
H 3.316 -3.734 10.034 0.015 -0.592 0.413
C -2.989 6.152 0.005 -1.218 -0.519 -0.677
O -3.635 6.032 -1.289 1.080 0.261 -0.153
C -5.052 6.024 -1.270 1.254 -1.619 1.462
C -5.747 6.068 -2.561 -0.488 -0.105 -3.537
O -5.246 5.382 -3.794 -0.050 -1.107 1.675
C -4.976 3.918 -3.733 0.144 1.484 0.099
H -2.869 7.220 0.188 0.313 -0.198 0.462
H -2.089 5.544 0.090 0.487 0.553 -0.945
H -3.546 5.634 0.786 -0.810 0.489 0.162
H -5.441 6.859 -0.686 -0.191 -0.073 0.337
H -5.281 5.052 -0.834 -0.538 0.044 0.688
H -5.885 7.100 -2.884 0.432 0.025 -0.345
H -6.774 5.723 -2.444 -0.070 -0.233 0.511
H -5.699 3.276 -3.230 -0.479 0.524 0.302
H -4.009 3.745 -3.260 0.066 0.083 0.023
H -4.940 3.554 -4.759 0.071 0.376 -0.059
C -3.105 -7.641 -11.523 0.112 1.564 -0.535
O -2.886 -6.555 -10.609 0.100 -1.386 1.031
C -4.057 -6.418 -9.774 1.495 1.002 -1.831
C -3.933 -5.097 -9.012 -0.759 -1.274 1.300
O -2.762 -5.008 -8.237 1.122 0.699 -0.671
C -2.685 -3.804 -7.500 0.599 -0.138 1.282
H -3.445 -8.602 -11.137 -0.134 0.172 0.604
H -2.193 -7.826 -12.090 0.013 0.213 0.103
H -3.855 -7.181 -12.168 -0.265 -0.862 -0.697
H -4.245 -7.358 -9.254 0.118 0.283 0.667
H -4.845 -6.290 -10.517 -0.792 0.085 0.332
H -4.707 -5.152 -8.246 -0.898 0.380 -0.267
H -4.093 -4.232 -9.655 0.196 -0.046 -0.173
H -2.923 -4.023 -6.459 -1.023 0.093 0.154
H -3.213 -2.922 -7.862 -0.483 -0.390 -0.306
H -1.675 -3.438 -7.311 0.599 -0.391 -0.979
C -10.472 -1.464 2.281 0.857 0.650 0.251
O -9.898 -1.143 3.569 -0.193 -1.140 -1.117
C -9.792 -2.326 4.346 -1.499 0.852 1.963
C -11.110 -2.501 5.175 -0.058 -0.382 -0.838
O -11.302 -1.561 6.217 0.751 0.135 -0.776
C -12.340 -1.910 7.076 0.340 0.937 1.718
H -10.287 -0.592 1.653 -0.224 -0.009 0.035
H -11.534 -1.712 2.274 -0.147 0.161 0.412
H -9.948 -2.305 1.826 0.173 -0.130 0.022
H -8.998 -2.218 5.086 0.260 0.274 -0.198
H -9.590 -3.227 3.767 -0.133 0.011 -0.232
H -11.181 -3.519 5.558 0.294 -0.263 0.338
H -11.955 -2.426 4.491 -0.179 0.103 -0.330
H -12.298 -1.245 7.938 0.724 0.214 0.233
H -12.135 -2.887 7.513 -0.757 -0.434 -0.343
H -13.359 -1.630 6.807 -0.211 -0.974 -1.137
C 4.304 2.722 4.943 0.424 -0.602 -0.529
O 5.039 2.876 3.702 -0.287 0.976 0.414
C 6.189 3.713 3.952 0.921 -1.648 1.659
C 7.071 4.035 2.747 -1.958 -0.119 0.450
O 7.324 2.846 2.030 0.672 0.025 -0.815
C 7.923 3.231 0.776 -1.484 0.235 -0.061
H 3.500 2.002 4.788 0.050 0.075 -0.258
H 3.858 3.624 5.361 0.158 0.369 -0.404
H 4.961 2.301 5.704 0.165 -0.031 0.111
H 6.808 3.144 4.646 0.369 -0.500 0.104
H 5.917 4.523 4.629 -0.188 0.842 -0.811
H 8.013 4.524 2.995 -0.109 0.142 0.438
H 6.433 4.729 2.199 0.331 0.173 -0.878
H 7.918 2.446 0.020 0.462 -0.592 0.637
H 8.893 3.715 0.884 0.042 -0.148 0.057
H 7.191 3.914 0.344 0.340 0.649 -0.237
```
Forces are in eV/Å.

Values from the calculation:
- net charge = +1
- electronic energy (eV) = -119846.01099
- energy relative to the best compared isomer or geometry (same formula, charge and spin) (kcal/mol) = 210.6

---

Computed, not measured: a molecular structure, CH4O2S3 at a distorted geometry, with ωB97M-V/def2-TZVPD.

Structure (XYZ):
```
10
Properties=species:S:1:pos:R:3:forces:R:3
C -0.109 1.051 -0.868 0.702 -0.383 -2.223
O 1.218 0.135 2.078 1.305 -1.079 -3.168
O -0.477 -1.579 -1.490 0.138 2.556 -0.595
S 0.315 -1.048 1.252 -0.384 -0.427 0.582
S -0.941 -2.771 -0.369 -0.476 -1.750 1.206
S -0.988 -0.474 -0.402 0.988 -0.235 -0.179
H 0.169 1.172 -1.974 -0.492 -0.771 1.442
H -0.737 1.889 -0.677 -0.613 0.586 0.574
H 0.792 1.054 -0.293 0.612 0.379 0.318
H 0.759 0.572 2.742 -1.780 1.125 2.043
```
Forces are in eV/Å.

Values from the calculation:
- electronic energy (eV) = -37698.42900
- energy relative to the best compared isomer or geometry (same formula, charge and spin) (kcal/mol) = 59.9

---

Computed, not measured: a molecular structure, C24H26IrN4O4SSe2, with ωB97M-V/def2-TZVPD.

Structure (XYZ):
```
62
Properties=species:S:1:pos:R:3:forces:R:3
Ir -0.288 -0.598 0.697 0.390 0.057 0.760
C 1.118 2.859 1.243 -0.032 -0.027 -0.020
C 1.580 1.771 2.208 0.059 -0.003 0.032
C 2.417 2.369 3.340 -0.022 0.014 0.013
C 0.431 0.921 2.730 0.051 0.031 -0.202
C 0.599 0.035 3.809 -0.060 -0.124 0.165
C -0.420 -0.779 4.261 0.070 0.037 0.000
C -1.653 -0.828 3.601 0.062 -0.013 -0.132
C -2.722 -1.802 3.997 0.004 -0.001 0.031
C -1.856 0.068 2.554 -0.154 0.098 0.062
C -0.863 1.015 2.200 -0.231 -0.091 -0.350
H 1.980 3.434 0.904 0.007 -0.003 -0.005
H 0.423 3.549 1.728 0.019 0.010 0.003
H 0.628 2.441 0.361 -0.005 0.024 0.022
H 2.220 1.087 1.634 0.033 0.046 0.067
H 1.798 2.976 4.004 -0.002 0.014 -0.006
H 3.194 3.010 2.923 0.006 -0.007 0.000
H 2.914 1.607 3.941 -0.012 0.005 0.009
H 1.563 -0.025 4.300 -0.005 -0.002 -0.021
H -0.240 -1.433 5.106 -0.017 -0.011 -0.008
H -3.091 -2.341 3.123 -0.005 0.000 0.000
H -3.571 -1.283 4.447 0.001 0.007 -0.002
H -2.350 -2.529 4.717 -0.002 -0.001 0.000
H -2.816 0.100 2.048 -0.051 0.104 0.115
H -1.119 1.789 1.491 -0.022 0.064 0.080
C 6.199 -0.063 -4.719 0.002 0.000 -0.007
C 5.040 -0.319 -3.807 -0.014 0.035 0.024
C 3.849 -0.964 -4.371 -0.010 -0.030 0.044
C 2.882 -1.451 -3.598 0.044 0.020 0.006
C 2.981 -1.378 -2.086 -0.001 -0.047 -0.096
C 3.837 -0.157 -1.647 0.024 -0.002 -0.014
C 5.043 0.033 -2.514 0.002 0.002 -0.036
S 0.321 -2.512 -1.695 -0.157 0.057 0.006
O 0.840 -3.651 -0.988 -0.043 -0.051 0.009
O -0.108 -2.662 -3.059 0.041 -0.024 -0.015
N -0.874 -1.849 -0.795 0.168 -0.076 0.021
C -1.976 -1.207 -1.515 -0.132 -0.038 0.098
C -1.858 0.307 -1.502 0.105 -0.214 -0.334
O -2.386 0.999 -2.337 -0.079 0.207 0.147
O -1.138 0.777 -0.498 0.011 -0.059 -0.044
H 6.512 -0.981 -5.221 0.005 -0.002 0.007
H 7.050 0.347 -4.179 -0.003 0.007 -0.001
H 5.912 0.647 -5.500 0.005 -0.010 -0.010
H 3.781 -1.058 -5.449 -0.001 0.010 -0.002
H 2.015 -1.945 -4.021 -0.012 0.022 -0.001
H 4.129 -0.293 -0.610 -0.026 0.019 0.015
H 5.895 0.539 -2.078 0.007 -0.004 -0.006
H -2.908 -1.458 -0.999 -0.012 -0.028 -0.039
H -2.060 -1.568 -2.537 0.055 0.017 -0.008
Se 1.494 -3.313 2.813 0.018 -0.083 0.155
N 2.866 -3.709 1.732 0.008 0.000 -0.119
C 2.891 -2.910 0.706 0.032 -0.100 0.292
C 3.798 -3.162 -0.406 0.008 0.006 -0.055
C 3.778 -2.578 -1.603 0.017 -0.060 0.085
C 1.561 -1.200 -1.533 -0.045 0.088 -0.036
N 1.524 -0.882 -0.123 -0.024 0.058 0.121
C 1.875 -1.875 0.757 -0.004 0.074 -0.388
N 1.042 -1.914 1.763 -0.075 -0.042 -0.407
H 4.484 -3.982 -0.233 0.002 0.007 0.000
H 4.485 -2.946 -2.338 0.012 0.018 0.008
H 1.123 -0.352 -2.066 0.002 0.010 0.009
Se 3.006 1.614 -1.774 -0.013 -0.014 -0.038
```
Forces are in eV/Å.

Values from the calculation:
- electronic energy (eV) = -183824.01051
- energy relative to the best compared isomer or geometry (same formula, charge and spin) (kcal/mol) = 48.6
- 2S+1 = 2
- ⟨S²⟩ = 0.756

---

Computed, not measured: C2HNO2 in the gas phase at a distorted geometry, with ωB97M-V/def2-TZVPD.

Structure (XYZ):
```
6
Properties=species:S:1:pos:R:3:forces:R:3
N -2.313 -0.125 0.078 6.728 -2.032 -1.718
C -1.155 -0.391 -0.191 -8.111 2.098 0.853
C 0.283 -0.272 -0.238 -0.272 0.796 2.632
O 1.002 -1.176 0.044 0.861 -0.543 -0.933
O 0.562 1.039 -0.053 4.970 -1.187 0.974
H 1.621 0.925 0.360 -4.175 0.869 -1.808
```
Forces are in eV/Å.

Values from the calculation:
- SMILES = N#CC(=O)O
- electronic energy (eV) = -7673.37456
- energy relative to the best compared isomer or geometry (same formula, charge and spin) (kcal/mol) = 40.0

---

Q: Among the records above, which one has the highest energy relative to the best compared isomer or geometry (same formula, charge and spin)?
A: C24H60F2K2NO16S2